1.
C13H17ClN2Ti as an isolated structure in a non-equilibrium geometry, computed with the ωB97M-V functional and the def2-TZVPD basis.

Element x y z (Å)
C -0.48 1.07 3.40
C -0.48 -0.67 3.42
H 0.54 1.09 3.75
H -1.23 1.21 4.15
H -0.70 1.77 2.56
H -0.31 -1.68 2.86
H 0.24 -0.72 4.24
H -1.53 -0.68 3.67
C 0.51 2.64 -0.34
C 0.76 3.46 -1.43
C 0.95 2.86 -2.69
C 0.83 1.48 -2.79
H 0.34 3.06 0.69
H 0.82 4.54 -1.28
H 1.20 3.51 -3.53
H 0.98 1.02 -3.73
N 0.46 1.29 -0.46
C 0.56 0.69 -1.68
C 0.45 -0.74 -1.70
N 0.28 -1.36 -0.49
C 0.06 -2.69 -0.41
C 0.39 -2.89 -2.79
C 0.13 -3.50 -1.54
H -0.19 -3.10 0.59
H -0.01 -4.58 -1.43
C 0.53 -1.52 -2.84
H 0.72 -1.06 -3.77
H 0.47 -3.56 -3.66
Ti 0.26 -0.07 1.00
C -1.98 -0.13 1.17
H -2.23 -1.14 0.82
H -2.26 0.60 0.39
H -2.54 0.08 2.08
Cl 2.44 -0.26 1.76

Output
E_HOMO (alpha / beta): -5.600 / -8.238 eV
E_LUMO (alpha / beta): 0.0093 / -0.0113 Ha
spin multiplicity: 3
<S²>: 2.02
orbital gap (alpha / beta): 5.8532 / 7.9303 eV

Atom-resolved charges from Mulliken, all expressed in e: atom 1 (C): -1.048, atom 2 (C): -0.916, atom 3 (H): 0.450, atom 4 (H): 0.344, atom 5 (H): 0.340, atom 6 (H): 0.222, atom 7 (H): 0.345, atom 8 (H): 0.449, atom 9 (C): -0.140, atom 10 (C): -0.753, atom 11 (C): -0.523, atom 12 (C): -0.886, atom 13 (H): 0.279, atom 14 (H): 0.368, atom 15 (H): 0.389, atom 16 (H): 0.390, atom 17 (N): 0.343, atom 18 (C): 0.484, atom 19 (C): 0.714, atom 20 (N): 0.334, atom 21 (C): -0.109, atom 22 (C): -0.617, atom 23 (C): -0.747, atom 24 (H): 0.284, atom 25 (H): 0.377, atom 26 (C): -0.719, atom 27 (H): 0.380, atom 28 (H): 0.390, atom 29 (Ti): 0.269, atom 30 (C): -1.192, atom 31 (H): 0.259, atom 32 (H): 0.243, atom 33 (H): 0.466, atom 34 (Cl): -0.471

2.
C13H17CrF3N2O11 as an isolated structure in a non-equilibrium geometry, computed with the ωB97M-V functional and the def2-TZVPD basis.

Element x y z (Å)
Cr -0.06 0.04 -3.01
O 0.30 0.49 -1.16
H 0.39 -0.15 -0.44
O -1.88 -0.43 -2.71
H -2.36 -0.28 -1.89
C -3.56 1.49 0.90
C -2.15 2.08 1.02
O -1.87 1.80 2.38
C -3.01 1.80 3.06
O -3.14 1.73 4.23
O -4.09 1.79 2.19
F -2.20 3.42 0.89
H -3.55 0.39 0.89
H -4.05 1.91 0.03
H -1.48 1.50 0.39
C 3.52 0.80 0.12
C 3.64 0.02 -1.18
O 3.65 -1.32 -0.74
C 3.93 -1.35 0.59
O 3.92 -2.31 1.27
O 4.13 -0.09 1.04
F 4.82 0.25 -1.81
H 2.46 0.91 0.36
H 4.00 1.77 0.05
H 2.81 0.08 -1.89
C 0.92 -4.19 0.54
C -0.38 -4.94 0.17
O -1.39 -4.00 0.53
C -0.86 -2.78 0.59
O -1.48 -1.78 0.78
O 0.49 -2.82 0.45
F -0.55 -6.04 0.95
H 1.67 -4.34 -0.23
H 1.36 -4.49 1.49
H -0.45 -5.23 -0.88
C -1.94 4.03 -4.37
C -1.22 2.95 -3.78
N -0.64 2.08 -3.33
H -2.34 4.72 -3.64
H -2.72 3.69 -5.05
H -1.28 4.64 -5.00
C 0.81 -0.07 2.64
C 1.52 1.23 2.76
N 2.10 2.21 2.88
H 1.14 -0.63 3.52
H 1.30 -0.61 1.82
H -0.26 0.05 2.56

Output
E_HOMO (alpha / beta): -13.308 / -13.309 eV
E_LUMO (alpha / beta): -0.2563 / -0.2130 Ha
spin multiplicity: 4
<S²>: 3.88
orbital gap (alpha / beta): 6.3341 / 7.5127 eV
total charge: +1

Atom-resolved charges from Mulliken, all expressed in e: atom 1 (Cr): 1.085, atom 2 (O): -0.354, atom 3 (H): 0.356, atom 4 (O): -0.698, atom 5 (H): 0.300, atom 6 (C): -0.513, atom 7 (C): 1.006, atom 8 (O): -0.339, atom 9 (C): 0.529, atom 10 (O): -0.476, atom 11 (O): -0.384, atom 12 (F): -0.304, atom 13 (H): 0.280, atom 14 (H): 0.388, atom 15 (H): -0.228, atom 16 (C): 0.113, atom 17 (C): 0.962, atom 18 (O): -0.341, atom 19 (C): 0.715, atom 20 (O): -0.490, atom 21 (O): -0.308, atom 22 (F): -0.300, atom 23 (H): -0.271, atom 24 (H): 0.346, atom 25 (H): -0.410, atom 26 (C): -0.438, atom 27 (C): 0.339, atom 28 (O): -0.359, atom 29 (C): 0.473, atom 30 (O): -0.430, atom 31 (O): -0.185, atom 32 (F): -0.282, atom 33 (H): 0.265, atom 34 (H): 0.298, atom 35 (H): 0.274, atom 36 (C): -0.927, atom 37 (C): 0.363, atom 38 (N): -0.090, atom 39 (H): 0.307, atom 40 (H): 0.309, atom 41 (H): 0.326, atom 42 (C): 0.200, atom 43 (C): 0.286, atom 44 (N): -0.522, atom 45 (H): 0.409, atom 46 (H): -0.375, atom 47 (H): 0.098

3.
C13H17IN2O3PbS as an isolated structure in a non-equilibrium geometry, computed with the ωB97M-V functional and the def2-TZVPD basis.

Element x y z (Å)
C 2.90 0.53 -2.13
C -0.97 -2.61 -1.68
H 2.37 0.15 -3.02
H 2.29 0.65 -1.22
H 3.80 -0.06 -1.92
H -1.78 -2.12 -1.13
H -1.30 -2.83 -2.72
H -0.67 -3.53 -1.17
C -0.37 1.86 -2.37
C -0.46 3.25 -2.25
C -0.99 3.79 -1.07
C -1.38 2.91 -0.06
H 0.03 1.42 -3.29
H -0.11 3.87 -3.07
H -1.09 4.86 -0.94
H -1.81 3.26 0.87
N -0.72 1.02 -1.39
C -1.23 1.52 -0.24
C -1.62 0.56 0.83
N -1.82 -0.71 0.47
C -2.09 -1.62 1.39
C -2.14 0.02 3.13
C -2.29 -1.31 2.74
H -2.17 -2.66 1.04
H -2.55 -2.11 3.42
C -1.78 0.97 2.17
H -1.60 2.01 2.42
H -2.28 0.32 4.17
Pb 0.67 -1.25 -1.84
I 3.50 2.51 -2.67
C 3.00 -1.75 1.91
S 1.45 -1.93 1.04
O 0.50 -2.57 1.93
O 1.07 -0.54 0.61
O 1.77 -2.72 -0.20
H 2.83 -1.07 2.75
H 3.76 -1.36 1.23
H 3.29 -2.74 2.28

Output
E_HOMO: -7.646 eV
E_LUMO: -0.0049 Ha
orbital gap: 7.5119 eV
energy above the lowest of the compared OMol25 structures with the same formula, charge and spin: 3.006 eV

Atom-resolved charges from Mulliken, all expressed in e: atom 1 (C): -0.663, atom 2 (C): -1.479, atom 3 (H): 0.186, atom 4 (H): 0.131, atom 5 (H): 0.444, atom 6 (H): 0.350, atom 7 (H): 0.521, atom 8 (H): 0.335, atom 9 (C): -0.263, atom 10 (C): -0.719, atom 11 (C): -0.406, atom 12 (C): -0.609, atom 13 (H): 0.479, atom 14 (H): 0.428, atom 15 (H): 0.422, atom 16 (H): 0.325, atom 17 (N): -0.071, atom 18 (C): 0.425, atom 19 (C): 0.626, atom 20 (N): -0.207, atom 21 (C): -0.068, atom 22 (C): -0.661, atom 23 (C): -0.463, atom 24 (H): 0.297, atom 25 (H): 0.409, atom 26 (C): -0.641, atom 27 (H): 0.269, atom 28 (H): 0.409, atom 29 (Pb): 0.926, atom 30 (I): -0.066, atom 31 (C): -1.061, atom 32 (S): 1.351, atom 33 (O): -0.600, atom 34 (O): -0.558, atom 35 (O): -0.760, atom 36 (H): 0.325, atom 37 (H): 0.275, atom 38 (H): 0.365

4.
One molecule with the formula C13H17N in a non-equilibrium geometry, computed with the ωB97M-V functional and the def2-TZVPD basis.

Element x y z (Å)
C -0.04 2.61 0.39
C -0.42 1.49 -0.12
C -0.95 0.42 -0.69
C 0.00 -0.79 -1.00
C 1.40 -0.65 -0.45
C 1.65 -0.91 0.89
C 2.91 -0.66 1.48
C 3.90 -0.12 0.69
C 3.67 0.10 -0.68
C 2.46 -0.16 -1.26
C -2.47 0.32 -1.03
N -3.38 -0.26 -0.03
C -3.23 -1.68 0.18
C -3.35 0.46 1.22
H -0.19 3.57 -0.12
H 0.52 2.76 1.31
H 0.05 -0.89 -2.09
H -0.39 -1.66 -0.57
H 0.85 -1.33 1.50
H 3.06 -0.80 2.52
H 4.87 0.16 1.15
H 4.45 0.46 -1.32
H 2.27 0.01 -2.31
H -2.59 -0.15 -2.00
H -2.74 1.36 -1.12
H -4.01 -2.07 0.82
H -3.30 -2.11 -0.81
H -2.31 -2.00 0.73
H -4.21 0.13 1.81
H -3.43 1.52 1.06
H -2.44 0.20 1.82

Output
E_HOMO: -8.135 eV
E_LUMO: 0.0334 Ha
orbital gap: 9.0429 eV
energy above the lowest of the compared OMol25 structures with the same formula, charge and spin: 3.095 eV
SMILES: C=C=C(Cc1ccccc1)CN(C)C

Atom-resolved charges from Mulliken, all expressed in e: atom 1 (C): -0.971, atom 2 (C): 0.374, atom 3 (C): 0.981, atom 4 (C): -0.833, atom 5 (C): 0.278, atom 6 (C): -0.141, atom 7 (C): -0.707, atom 8 (C): -0.351, atom 9 (C): -0.486, atom 10 (C): -0.432, atom 11 (C): -1.817, atom 12 (N): 0.095, atom 13 (C): -0.823, atom 14 (C): -0.924, atom 15 (H): 0.237, atom 16 (H): 0.269, atom 17 (H): 0.405, atom 18 (H): 0.358, atom 19 (H): 0.304, atom 20 (H): 0.410, atom 21 (H): 0.319, atom 22 (H): 0.372, atom 23 (H): 0.352, atom 24 (H): 0.451, atom 25 (H): 0.511, atom 26 (H): 0.335, atom 27 (H): 0.311, atom 28 (H): 0.204, atom 29 (H): 0.339, atom 30 (H): 0.302, atom 31 (H): 0.276

5.
An isolated ion of composition C13H17N2O3P and charge +2 in a non-equilibrium geometry, computed with the ωB97M-V functional and the def2-TZVPD basis.

Element x y z (Å)
C -2.75 3.10 -2.41
C -4.25 2.45 -2.60
C -4.70 1.44 -1.34
N -3.41 0.92 -0.71
C -2.74 -0.25 -1.47
C -1.31 -0.95 -0.99
C -0.63 -0.30 0.38
C 0.82 -0.93 0.87
C 2.17 -0.11 0.32
C 3.65 -0.64 0.79
N 3.80 -1.86 1.70
P 5.48 -2.36 2.12
O 5.56 -2.62 3.70
O 6.01 -3.76 1.21
O 6.62 -1.05 1.81
C 2.58 -2.63 2.23
C 1.01 -2.24 1.85
C -1.38 0.91 1.20
C -2.80 1.49 0.59
H -1.88 2.29 -2.44
H -2.70 3.62 -1.34
H -2.50 3.86 -3.29
H -5.02 3.35 -2.70
H -4.21 1.83 -3.62
H -5.22 0.48 -1.82
H -5.39 2.00 -0.57
H -3.22 -0.68 -2.45
H -0.83 -1.84 -1.59
H 2.03 0.83 -0.38
H 4.58 -0.02 0.38
H 6.05 -3.52 0.22
H 6.15 -0.15 1.92
H 2.73 -3.58 2.92
H 0.07 -2.82 2.24
H -0.95 1.40 2.17
H -3.42 2.35 1.09

Output
E_HOMO: -16.144 eV
E_LUMO: -0.3134 Ha
orbital gap: 7.6159 eV
total charge: +2

Atom-resolved charges from Mulliken, all expressed in e: atom 1 (C): -0.787, atom 2 (C): -0.292, atom 3 (C): -0.669, atom 4 (N): 0.205, atom 5 (C): -0.117, atom 6 (C): -0.483, atom 7 (C): 0.293, atom 8 (C): 0.246, atom 9 (C): -0.501, atom 10 (C): -0.161, atom 11 (N): 0.235, atom 12 (P): 0.790, atom 13 (O): -0.523, atom 14 (O): -0.427, atom 15 (O): -0.453, atom 16 (C): -0.078, atom 17 (C): -0.454, atom 18 (C): -0.476, atom 19 (C): -0.071, atom 20 (H): 0.179, atom 21 (H): 0.206, atom 22 (H): 0.348, atom 23 (H): 0.341, atom 24 (H): 0.253, atom 25 (H): 0.311, atom 26 (H): 0.335, atom 27 (H): 0.360, atom 28 (H): 0.382, atom 29 (H): 0.373, atom 30 (H): 0.390, atom 31 (H): 0.379, atom 32 (H): 0.330, atom 33 (H): 0.400, atom 34 (H): 0.373, atom 35 (H): 0.377, atom 36 (H): 0.388

6.
One molecule with the formula C13H17N3O4S in a non-equilibrium geometry, computed with the ωB97M-V functional and the def2-TZVPD basis.

Element x y z (Å)
C 5.80 -0.24 -0.92
C 4.72 -0.46 0.14
N 3.82 -1.55 -0.24
C 3.03 -1.30 -1.42
C 2.00 -0.16 -1.22
N 1.77 0.01 0.20
S 0.88 1.32 0.66
O 0.88 1.36 2.09
O 1.38 2.45 -0.07
C -0.78 0.95 0.09
C -1.16 1.39 -1.17
C -2.41 1.06 -1.69
C -3.23 0.29 -0.90
N -4.50 -0.22 -1.07
C -4.87 -0.94 0.05
O -5.90 -1.51 0.23
O -3.83 -0.89 0.93
C -2.83 -0.15 0.38
C -1.59 0.17 0.89
C 1.64 -1.22 0.94
C 2.97 -2.01 0.84
H 5.41 0.24 -1.80
H 6.58 0.39 -0.50
H 6.24 -1.20 -1.20
H 5.20 -0.76 1.07
H 4.18 0.48 0.32
H 2.50 -2.23 -1.64
H 3.68 -1.08 -2.26
H 2.38 0.79 -1.58
H 1.07 -0.39 -1.75
H -0.47 2.00 -1.72
H -2.72 1.40 -2.66
H -5.10 -0.09 -1.87
H -1.27 -0.13 1.88
H 1.42 -0.93 1.97
H 0.80 -1.82 0.56
H 2.74 -3.07 0.65
H 3.52 -1.95 1.78

Output
E_HOMO: -8.557 eV
E_LUMO: 0.0147 Ha
orbital gap: 8.9584 eV
energy above the lowest of the compared OMol25 structures with the same formula, charge and spin: 1.393 eV
SMILES: CCN1CCN(S(=O)(=O)c2ccc3[nH]c(=O)oc3c2)CC1

Atom-resolved charges from Mulliken, all expressed in e: atom 1 (C): -1.458, atom 2 (C): -0.018, atom 3 (N): 0.015, atom 4 (C): -1.067, atom 5 (C): -0.573, atom 6 (N): 0.208, atom 7 (S): 1.272, atom 8 (O): -0.726, atom 9 (O): -0.735, atom 10 (C): -0.108, atom 11 (C): -0.302, atom 12 (C): -1.132, atom 13 (C): 0.837, atom 14 (N): -0.096, atom 15 (C): 0.293, atom 16 (O): -0.554, atom 17 (O): -0.460, atom 18 (C): 0.824, atom 19 (C): -0.989, atom 20 (C): -0.507, atom 21 (C): -1.058, atom 22 (H): 0.310, atom 23 (H): 0.442, atom 24 (H): 0.331, atom 25 (H): 0.437, atom 26 (H): 0.145, atom 27 (H): 0.310, atom 28 (H): 0.415, atom 29 (H): 0.411, atom 30 (H): 0.403, atom 31 (H): 0.545, atom 32 (H): 0.403, atom 33 (H): 0.154, atom 34 (H): 0.545, atom 35 (H): 0.449, atom 36 (H): 0.345, atom 37 (H): 0.338, atom 38 (H): 0.347

Q: Which formula does entry 6 have?
A: C13H17N3O4S